# 1
Entry from the Open Molecules 2025 dataset: a 11-piece molecular cluster, CH25O13 overall (ωB97M-V/def2-TZVPD).

The geometry in XYZ format:
```
39
Properties=species:S:1:pos:R:3:forces:R:3:mulliken_charge:R:1
O 0.92011 2.78934 1.94586 -0.28 0.07 -0.39 -0.3797
H 0.02600 2.90366 2.33475 0.19 0.08 0.31 0.4606
H 1.21941 3.63667 1.55887 -0.02 0.17 0.33 0.4462
H 0.90448 2.04960 1.23536 0.04 -0.86 -0.16 0.5386
O 3.51030 0.28698 1.48006 0.80 0.93 -0.44 -0.3762
H 3.66938 0.52602 2.41840 -0.66 -0.57 0.21 0.4447
H 4.16381 0.81945 0.98982 0.33 -0.41 -0.10 0.4552
H 2.58331 0.40762 1.04813 -0.52 -0.72 0.56 0.5237
O -2.99084 -1.51843 1.04403 -0.48 -0.14 -0.23 -0.3253
H -3.36058 -0.66033 1.30280 -0.06 0.01 0.06 0.4515
H -2.06915 -1.45141 0.65859 0.18 -0.27 0.24 0.2951
H -3.14322 -2.18127 1.74712 0.33 -0.18 -0.07 0.4548
O -1.84032 2.08959 -2.05804 -0.12 0.23 0.09 -0.3747
H -1.19673 2.77966 -2.27145 -0.03 0.12 -0.42 0.4242
H -1.37765 1.23364 -1.72705 0.44 -0.51 0.45 0.4495
H -2.50682 2.47253 -1.45441 -0.32 -0.37 -0.17 0.4396
O 2.33322 1.95645 -1.78913 0.33 -0.31 0.27 -0.3466
H 1.82000 1.36093 -1.11036 -0.68 -0.27 0.50 0.4142
H 1.87732 2.74183 -2.13204 0.01 0.02 -0.21 0.4148
H 3.20536 2.19720 -1.42800 0.20 0.10 -0.49 0.4444
C 0.15324 -0.13718 -0.05078 -2.54 -0.58 0.00 0.1683
O -0.28466 -0.93156 0.81875 0.37 0.55 -0.54 -0.3690
O 1.16358 0.66999 0.26222 1.71 1.93 -0.39 -0.9747
O -0.43937 0.00604 -1.18201 0.89 1.46 0.39 -0.7815
O -0.88608 -3.59541 -0.01633 -0.27 0.38 0.03 -0.6325
H -0.43856 -2.80954 0.31284 0.25 -0.25 -0.14 0.2420
H -0.55963 -3.71709 -0.91660 -0.05 -0.18 0.01 0.3282
O -2.94598 -0.81601 -1.87055 0.08 0.33 0.35 -0.6455
H -3.01641 -1.77210 -1.98797 -0.13 0.05 -0.20 0.3376
H -1.99849 -0.63091 -1.86931 -0.20 -0.70 -0.03 0.4578
O -1.45671 -0.29881 3.32551 -0.13 -0.15 -0.29 -0.6070
H -1.55515 0.58936 2.97355 -0.09 0.05 0.13 0.2292
H -0.99527 -0.79810 2.63397 0.22 0.25 0.34 0.3729
O 2.12487 -2.03934 1.74758 0.05 0.39 -0.31 -0.6480
H 1.27983 -1.69546 1.42807 -0.03 -0.41 0.27 0.3048
H 2.28798 -2.83833 1.23143 0.08 -0.11 0.20 0.3465
O 0.16591 -1.52381 -3.52727 -0.01 0.24 0.14 -0.6069
H -0.11072 -0.96529 -2.79281 0.09 -0.14 -0.18 0.2974
H -0.23575 -1.13616 -4.31359 0.03 -0.23 -0.10 0.3257
```
Positions in Å, forces in eV/Å.

Calculated values
charge: +3
energy above the lowest of the compared OMol25 structures with the same formula, charge and spin: 182.0 kJ/mol
HOMO level: -18.8 eV
LUMO energy: -11.5 eV
calculated total energy: -28027.26718 eV
gap between HOMO and LUMO: 0.270 hartree

---

# 2
Entry from the Open Molecules 2025 dataset: C29H31BrN4O2STa as an isolated structure (ωB97M-V/def2-TZVPD).

The geometry in XYZ format:
```
69
Properties=species:S:1:pos:R:3:forces:R:3:mulliken_charge:R:1
Ta -0.49274 -0.32898 -0.27369 -0.68 -3.22 1.26 0.7320
C 3.27378 -2.63614 -1.57313 -0.15 0.10 0.16 -1.1008
C 3.29767 -3.72581 -0.70694 -0.13 0.23 -0.01 -0.4504
C 2.34207 -3.81580 0.28965 -0.29 0.33 -0.04 -1.1642
C 1.34831 -2.83876 0.38680 0.46 -0.49 0.14 1.4030
N 1.36923 -1.77062 -0.43598 -1.54 0.83 0.50 0.4324
C 2.30485 -1.67111 -1.38463 0.35 0.13 -0.45 -0.0465
C 0.25207 -2.88523 1.36241 0.09 -0.45 0.23 0.2721
C 0.06422 -3.96375 2.23523 0.14 0.40 -0.33 -0.9034
C -0.95416 -3.93769 3.17433 -0.01 0.00 0.03 -0.8666
C -1.80642 -2.84865 3.25250 -0.01 0.23 -0.17 -0.8484
C -1.66525 -1.79980 2.34885 -0.54 0.24 0.34 -0.6831
C -0.64337 -1.81269 1.42396 0.61 1.55 -1.89 1.0913
H 3.99746 -2.53208 -2.36512 0.05 0.06 -0.06 0.4981
H 4.05370 -4.49011 -0.80234 0.08 -0.06 -0.03 0.5008
H 2.36814 -4.63551 0.98976 -0.06 -0.05 -0.02 0.4573
H 2.26797 -0.78476 -2.00947 0.01 -0.10 -0.08 0.5597
H 0.70539 -4.83010 2.18725 0.08 -0.02 0.01 0.4338
H -1.08073 -4.77441 3.84536 -0.01 -0.04 0.05 0.4728
H -2.58971 -2.81419 3.99481 -0.07 -0.01 0.02 0.4904
H -2.37679 -0.98570 2.38372 -0.05 0.04 0.06 0.3151
C 2.11513 5.26188 3.30912 -0.10 0.04 -0.12 -0.9592
C 1.07794 5.10144 2.20293 0.32 0.38 0.23 -0.7363
N 0.72590 3.69908 1.98606 -0.20 -0.36 0.11 -0.0300
C 1.36193 2.84693 1.21022 -0.32 0.09 -0.28 0.4644
S 0.80099 1.15759 1.33979 -0.59 -0.85 -0.73 -0.1617
N 2.37988 3.19351 0.45606 -0.26 0.40 0.24 -0.0362
C 3.22557 2.33654 -0.35412 0.57 -0.50 -0.21 -0.1975
C 4.46894 1.90036 0.41726 -0.20 0.02 -0.14 -1.1295
H 2.30476 6.32045 3.46245 0.06 0.08 0.03 0.3754
H 3.05628 4.77754 3.06222 0.13 -0.05 -0.03 0.2943
H 1.75082 4.84753 4.24501 -0.04 -0.03 0.09 0.3427
H 1.42939 5.53116 1.26287 -0.16 0.02 -0.01 0.3616
H 0.15849 5.61766 2.48167 0.03 -0.06 -0.17 0.3716
H 0.04751 3.31558 2.63224 0.00 -0.06 -0.23 0.3127
H 2.73370 4.14014 0.56743 -0.16 -0.10 0.06 0.2421
H 3.51697 2.91022 -1.23627 -0.17 -0.10 0.00 0.3978
H 2.64109 1.46617 -0.67015 0.06 0.22 -0.02 -0.1057
H 5.05198 2.76190 0.73198 0.05 0.08 0.04 0.4021
H 5.10504 1.29401 -0.22123 0.06 -0.07 -0.06 0.3990
H 4.19843 1.32058 1.29658 -0.01 -0.06 0.09 0.2887
Br -1.58601 -5.01028 -6.30940 -0.03 0.11 0.66 -0.1007
C -1.80875 -4.75149 -4.43250 0.05 0.00 -0.52 -0.2254
C -2.23902 -5.81679 -3.64038 0.13 0.27 -0.14 -0.3051
C -2.43727 -5.62973 -2.28101 -0.05 0.14 0.12 -0.8151
C -2.27640 -4.37711 -1.71743 -0.01 0.19 -0.06 -0.5554
C -1.82018 -3.31571 -2.51631 0.03 0.16 0.31 0.4900
C -1.55412 -3.50797 -3.87355 0.01 -0.17 -0.16 -0.3238
C -1.55799 -2.02604 -1.87764 -1.01 -2.41 -1.05 1.4927
O -0.61874 -1.26368 -2.25963 1.59 2.60 0.95 -0.6869
O -2.18337 -1.65670 -0.84433 0.46 1.61 1.66 -0.6375
H -2.42237 -6.78335 -4.08607 0.03 -0.04 -0.06 0.4599
H -2.73716 -6.46750 -1.67123 -0.10 -0.03 0.07 0.4425
H -2.47882 -4.20811 -0.67007 -0.02 -0.03 0.08 0.5065
H -1.19630 -2.69538 -4.48727 0.02 0.05 -0.08 0.5486
N -2.56400 1.11123 0.17602 0.77 -1.10 -0.34 -0.3672
C -2.53909 2.52215 -0.18513 0.19 0.57 -0.10 0.6997
C -3.02751 3.47209 0.70293 0.10 -0.31 -0.05 -0.5033
C -3.06650 4.80515 0.32986 0.00 0.00 0.00 -0.7483
C -2.61892 5.19140 -0.92159 0.08 -0.08 -0.04 -0.6092
C -2.11947 4.24188 -1.80112 0.00 0.09 -0.02 -0.8008
C -2.07420 2.90660 -1.43620 0.04 -0.33 0.19 -0.2765
H -2.89418 1.05726 1.14459 0.23 -0.23 -0.17 0.1599
H -3.29003 0.64368 -0.38143 0.13 0.02 0.17 0.3546
H -3.41201 3.17545 1.66685 -0.09 -0.08 0.18 0.4338
H -3.47753 5.53601 1.00730 -0.04 0.08 0.10 0.4885
H -2.66940 6.22667 -1.21613 -0.01 0.12 -0.06 0.4687
H -1.79489 4.54373 -2.78253 0.09 0.01 -0.16 0.4666
H -1.72221 2.15816 -2.14202 -0.02 -0.02 -0.11 0.4517
```
Positions in Å, forces in eV/Å.

Calculated values
charge: +3
energy above the lowest of the compared OMol25 structures with the same formula, charge and spin: 220.1 kJ/mol
HOMO level: -15.7 eV
LUMO energy: -11.4 eV
calculated total energy: -123036.61829 eV
gap between HOMO and LUMO: 0.157 hartree

---

# 3
Entry from the Open Molecules 2025 dataset: C19H26N5NiS as an isolated structure (ωB97M-V/def2-TZVPD).

The geometry in XYZ format:
```
52
Properties=species:S:1:pos:R:3:forces:R:3:lowdin_spin:R:1
Ni 0.83471 -0.05446 0.07158 -0.21 0.17 0.34 1.5932
C -0.25694 1.90838 5.57296 0.00 -0.02 0.00 0.0012
C -1.13466 1.88445 4.32962 0.20 0.08 -0.01 0.0020
N -0.47878 2.46852 3.16456 -0.18 -0.14 0.18 0.0085
C 0.16598 1.81485 2.19464 0.00 0.17 -0.09 0.0106
S 0.43878 0.09735 2.34864 0.06 0.01 -0.03 0.0792
N 0.58548 2.59903 1.19469 0.04 -0.22 0.12 0.0019
N 1.18172 1.88729 0.23032 -0.03 -0.08 0.01 0.0677
C 1.89490 2.43692 -0.68462 0.08 0.01 -0.14 0.0182
C 2.14400 3.90566 -0.78642 0.04 -0.02 -0.06 0.0040
C 2.51543 1.47123 -1.61806 -0.02 0.04 0.01 0.0078
C 3.38327 1.87655 -2.62273 0.07 0.09 -0.08 0.0011
C 3.98330 0.92786 -3.43222 0.03 0.04 -0.03 0.0059
C 3.70674 -0.41452 -3.22653 0.02 0.00 -0.03 0.0015
C 2.82370 -0.74392 -2.21768 -0.05 0.00 0.03 0.0106
N 2.23895 0.16131 -1.43398 -0.10 0.01 -0.07 0.0300
H -0.79701 1.48465 6.42184 0.03 0.02 -0.03 0.0000
H 0.03381 2.92888 5.82865 -0.01 -0.03 0.00 0.0000
H 0.64780 1.32094 5.41094 -0.02 0.02 0.01 0.0009
H -2.05368 2.44468 4.49813 -0.03 0.03 0.00 0.0001
H -1.41205 0.86391 4.07993 -0.04 -0.03 -0.03 0.0010
H -0.53066 3.46734 3.03435 -0.02 0.01 -0.03 0.0002
H 1.56260 4.41906 -0.02737 0.00 0.01 0.01 0.0003
H 1.85751 4.28400 -1.77084 0.01 -0.02 0.03 0.0009
H 3.20154 4.13604 -0.63371 -0.03 -0.01 -0.01 0.0005
H 3.59029 2.92929 -2.75905 -0.01 -0.05 0.00 0.0001
H 4.66589 1.23327 -4.21512 -0.02 0.00 0.03 0.0003
H 4.16222 -1.18863 -3.82817 -0.02 0.03 0.02 0.0000
H 2.57699 -1.78113 -2.02144 0.00 0.02 0.02 0.0012
C -0.74589 -3.08732 -2.23417 0.00 -0.04 0.04 0.0014
N -1.36092 -3.62116 -0.98509 0.05 -0.08 -0.05 0.0005
C -0.86855 -4.99085 -0.67081 -0.02 0.04 -0.05 0.0000
C -1.18293 -2.67253 0.18837 0.04 0.03 0.07 0.0115
C -1.85630 -1.36846 -0.08902 -0.20 0.09 -0.08 0.0194
C -3.25318 -1.37124 -0.05703 -0.03 0.03 0.02 0.0044
C -3.95978 -0.22055 -0.36212 0.01 -0.02 0.00 -0.0029
C -3.25165 0.92551 -0.69807 0.02 0.02 -0.04 0.0027
C -1.86161 0.91849 -0.70775 0.00 0.12 -0.12 0.0109
C -1.11340 -0.21939 -0.39979 0.22 -0.39 -0.03 0.0899
H -0.99416 -3.75218 -3.05728 0.02 0.00 -0.01 0.0001
H 0.33183 -3.05228 -2.08914 0.00 -0.02 0.00 0.0005
H -1.12331 -2.08474 -2.41275 -0.02 0.00 0.02 0.0006
H -2.36885 -3.66347 -1.14165 -0.05 0.01 -0.02 0.0001
H 0.20678 -4.94122 -0.51832 0.00 0.01 0.01 0.0000
H -1.09278 -5.65613 -1.50072 0.00 0.01 -0.01 0.0000
H -1.35272 -5.34603 0.23458 -0.02 0.01 0.00 0.0000
H -0.10771 -2.56922 0.32582 0.10 0.01 0.05 0.0086
H -1.60345 -3.19116 1.05087 0.02 0.00 0.00 0.0000
H -3.79762 -2.26679 0.24394 0.04 0.05 -0.02 0.0011
H -5.04141 -0.21221 -0.32176 0.03 0.00 -0.02 -0.0002
H -3.78850 1.83384 -0.94528 0.03 -0.01 0.02 0.0005
H -1.34573 1.84032 -0.95568 -0.02 0.02 0.03 0.0019
```
Positions in Å, forces in eV/Å.

Calculated values
charge: +1
energy above the lowest of the compared OMol25 structures with the same formula, charge and spin: 0.0 kJ/mol
HOMO level (spin up / spin down): -10.1 / -10.2 eV
LUMO energy (spin up / spin down): -2.7 / -3.1 eV
calculated total energy: -79447.70961 eV
gap between HOMO and LUMO (spin up / spin down): 0.270 / 0.261 hartree
spin multiplicity: 3

---

# 4
Entry from the Open Molecules 2025 dataset: a 2-piece molecular cluster, C9H15IN6O3P overall (ωB97M-V/def2-TZVPD).

The geometry in XYZ format:
```
35
Properties=species:S:1:pos:R:3:forces:R:3:mulliken_charge:R:1
N -3.01988 -0.09708 0.56930 -0.29 -0.25 0.17 -0.2658
C -2.73794 0.29023 -0.65182 -0.10 -0.06 -0.79 0.2038
N -3.69626 0.72679 -1.49252 0.59 0.90 0.95 -0.2935
C -3.15170 1.83617 -2.33025 -0.84 0.13 -1.00 -0.1153
P -2.57709 1.23425 -4.02688 0.75 -0.28 0.17 0.0138
O -3.97127 0.49723 -4.44480 0.10 0.17 0.11 -0.4427
I -2.55969 3.38972 -5.14799 -0.18 -0.05 0.12 -0.0175
O -2.18861 2.54454 -1.62627 0.35 -0.32 0.45 -0.4283
C -1.04482 1.76279 -1.29234 -0.43 0.50 -1.11 -0.5817
N -1.47237 0.33620 -1.17738 0.22 -0.11 1.68 0.3323
C -0.49978 -0.52453 -0.51463 -0.31 0.05 -0.53 -0.2069
C -0.80140 -1.87815 -0.37678 0.36 0.04 0.14 0.1349
C 0.16240 -2.67794 0.22458 -0.26 0.85 -0.24 -0.7033
C 1.34008 -2.05945 0.61214 0.57 -0.72 0.33 -0.2389
C 1.55298 -0.71310 0.40792 -0.50 -0.18 -0.33 -0.4231
N 0.62134 0.06089 -0.16111 0.15 0.04 0.15 -0.3719
H -2.30917 -0.37054 1.22859 0.17 -0.14 -0.13 0.2678
H -3.97471 -0.10400 0.88702 -0.08 -0.09 0.07 0.2176
H -4.52336 1.02908 -0.98920 -0.27 -0.16 -0.27 0.3294
H -3.98525 2.51267 -2.49728 -0.09 0.07 0.03 0.7215
H -3.69759 -0.30012 -4.91191 -0.36 -0.16 -0.22 0.3497
H -0.31102 1.83617 -2.08693 0.26 -0.14 0.01 0.4175
H -0.66078 2.16092 -0.36354 0.11 -0.12 0.19 0.4014
H -1.73509 -2.28089 -0.73304 -0.12 -0.06 -0.10 0.4458
H -0.00419 -3.73130 0.36949 0.03 -0.16 0.02 0.4391
H 2.12648 -2.64444 1.06203 0.12 0.03 0.15 0.3980
H 2.49124 -0.27017 0.68931 0.11 0.18 0.11 0.3996
C 4.70094 -0.59477 3.36952 0.10 -0.03 0.10 0.6308
O 3.81319 -1.24586 2.83569 -0.08 0.12 -0.17 -0.6032
N 5.40337 -1.06902 4.43633 -0.04 -0.01 -0.01 -0.4216
N 5.05891 0.65318 2.94195 -0.07 -0.06 0.00 -0.3326
H 6.13518 -0.55750 4.89094 0.01 0.02 -0.01 0.1602
H 5.16583 -1.98284 4.77325 0.00 -0.02 0.00 0.2150
H 4.56551 1.03386 2.15836 0.01 0.02 -0.02 0.1896
H 5.78454 1.19701 3.36824 0.02 -0.01 0.01 0.1784
```
Positions in Å, forces in eV/Å.

Calculated values
charge: +1
HOMO level: -11.7 eV
LUMO energy: -3.1 eV
calculated total energy: -42044.57202 eV
gap between HOMO and LUMO: 0.316 hartree

---

Maximum force readings, ordered: 2.609 3.523 0.446 1.695 eV/Å